Record 1
{"formula": "C20H17ClN2O4", "method": "ωB97M-V with the def2-TZVPD basis set", "species": ["C", "O", "C", "C", "C", "C", "N", "C", "O", "C", "C", "C", "C", "C", "Cl", "C", "C", "C", "C", "N", "C", "O", "C", "C", "C", "C", "O", "H", "H", "H", "H", "H", "H", "H", "H", "H", "H", "H", "H", "H", "H", "H", "H", "H"], "xyz": [[1.3605, 0.8705, -3.6801], [1.5033, 0.8308, -2.2796], [1.1046, -0.3016, -1.6217], [0.6987, -1.4771, -2.2296], [0.2647, -2.5485, -1.4660], [0.2361, -2.4594, -0.0820], [-0.2677, -3.5290, 0.6774], [-1.2513, -3.5290, 1.6205], [-1.5840, -4.5704, 2.1445], [-1.9166, -2.2017, 1.9558], [-2.2580, -1.3815, 0.7458], [-1.9719, -0.0221, 0.7036], [-2.2097, 0.7166, -0.4406], [-2.7448, 0.0887, -1.5522], [-2.9737, 0.9887, -3.0132], [-3.0881, -1.2520, -1.5154], [-2.8484, -1.9770, -0.3629], [0.7124, -1.3111, 0.5402], [1.1218, -0.2266, -0.2148], [1.5524, 0.9698, 0.3547], [1.3556, 1.4090, 1.6293], [0.7937, 0.7827, 2.5090], [1.8959, 2.7565, 1.8595], [1.8986, 3.5094, 3.0068], [2.5422, 4.7216, 2.6810], [2.8822, 4.6225, 1.3649], [2.4990, 3.4441, 0.8577], [1.6576, 1.8750, -3.9771], [0.3224, 0.6955, -3.9774], [2.0120, 0.1416, -4.1717], [0.6931, -1.5668, -3.3036], [-0.0741, -3.4488, -1.9554], [0.0160, -4.4584, 0.3911], [-2.8245, -2.4531, 2.5117], [-1.2691, -1.6323, 2.6244], [-1.5311, 0.4576, 1.5643], [-1.9672, 1.7674, -0.4765], [-3.5267, -1.7231, -2.3810], [-3.1058, -3.0257, -0.3314], [0.7447, -1.2448, 1.6131], [1.9467, 1.6246, -0.3088], [1.4901, 3.2153, 3.9510], [2.7261, 5.5507, 3.3324], [3.3824, 5.3014, 0.7023]], "forces_ev_per_angstrom": [[-0.010, 0.052, -0.284], [-0.006, -0.149, 0.507], [-0.021, -0.027, 0.193], [0.159, 0.209, -0.075], [-0.005, -0.021, 0.311], [0.388, 0.352, -0.395], [0.359, -0.498, -0.272], [-0.136, 0.167, 0.130], [-0.179, -0.184, 0.190], [-0.118, -0.111, 0.117], [-0.307, 0.221, -0.068], [-0.248, -0.103, -0.028], [-0.089, 0.029, -0.084], [0.027, -0.123, 0.196], [-0.029, 0.134, -0.219], [-0.048, 0.066, -0.036], [-0.042, 0.159, 0.144], [0.192, -0.189, -0.120], [-0.072, -0.318, -0.223], [0.141, 0.295, -0.335], [0.071, -0.034, -0.370], [0.020, 0.073, 0.143], [-0.166, 0.450, 1.225], [-0.103, -0.673, -0.671], [0.189, 0.080, -0.553], [0.068, 0.560, 0.630], [-0.058, -0.368, -0.350], [-0.028, -0.088, -0.036], [0.022, -0.007, 0.025], [-0.027, 0.015, 0.034], [0.009, 0.041, -0.115], [-0.108, -0.089, -0.044], [-0.087, 0.103, 0.159], [0.169, -0.046, 0.004], [0.000, 0.004, 0.034], [0.110, 0.032, 0.091], [0.026, 0.105, -0.033], [-0.033, -0.019, -0.096], [-0.005, -0.155, -0.023], [-0.014, -0.007, 0.063], [-0.026, -0.009, 0.153], [-0.110, -0.138, 0.167], [0.073, 0.207, 0.073], [0.050, 0.005, -0.162]], "nbo_charge": [-0.250, -0.514, 0.259, -0.296, -0.172, 0.124, -0.629, 0.692, -0.607, -0.533, -0.024, -0.199, -0.228, -0.045, -0.008, -0.245, -0.156, -0.266, 0.187, -0.614, 0.641, -0.615, 0.146, -0.234, -0.315, 0.118, -0.401, 0.202, 0.187, 0.177, 0.224, 0.209, 0.410, 0.254, 0.246, 0.235, 0.226, 0.226, 0.212, 0.258, 0.431, 0.246, 0.235, 0.207], "lumo_energy_ev": 0.3449, "total_charge": 0, "smiles": "COc1ccc(NC(=O)Cc2ccc(Cl)cc2)cc1NC(=O)c1ccco1", "e_tot_ev": -44709.0644, "homo_lumo_gap_ev": 8.428, "homo_energy_ev": -8.0832, "relative_energy_ev": 0.577}

Record 2
{"formula": "C20H17ClN6O2S2", "method": "ωB97M-V with the def2-TZVPD basis set", "species": ["C", "C", "O", "N", "C", "C", "C", "C", "S", "C", "C", "O", "C", "C", "C", "N", "N", "C", "N", "C", "C", "C", "C", "N", "N", "C", "C", "C", "Cl", "S", "C", "H", "H", "H", "H", "H", "H", "H", "H", "H", "H", "H", "H", "H", "H", "H", "H", "H"], "xyz": [[1.9244, -5.4234, -2.2055], [1.5408, -4.0016, -1.8170], [0.4578, -3.7656, -1.3057], [2.4376, -3.0092, -2.2207], [2.2360, -1.6106, -2.1085], [2.9639, -0.7869, -2.9710], [2.8525, 0.6080, -2.8958], [3.6494, 1.4807, -3.8066], [3.0045, 1.3409, -5.5423], [1.4902, 2.1172, -5.2368], [0.2405, 1.5145, -5.8435], [1.4595, 3.1772, -4.5946], [2.0735, 1.2021, -1.9036], [1.3324, 0.4184, -1.0382], [0.3219, 1.0818, -0.1691], [0.1499, 2.3825, -0.1096], [-0.6032, 2.8032, 0.9259], [-1.0776, 1.7959, 1.6052], [-1.8422, 2.1370, 2.6778], [-2.3855, 1.3006, 3.6391], [-2.9850, 0.0488, 3.3720], [-3.6763, -0.6507, 4.3962], [-3.7346, -0.0758, 5.6685], [-4.2674, -0.4787, 6.8920], [-4.1745, 0.4421, 7.8653], [-3.5111, 1.4584, 7.3139], [-3.2273, 1.1874, 5.9212], [-2.5849, 1.9007, 4.8951], [-2.1928, 3.5265, 5.2087], [-0.6385, 0.2113, 0.9850], [1.4799, -0.9918, -1.0884], [2.8258, -5.6780, -1.7099], [1.1205, -6.1218, -1.9793], [2.1492, -5.5190, -3.2710], [3.2937, -3.3446, -2.6725], [3.6108, -1.2209, -3.7102], [4.7186, 1.1537, -3.8227], [3.6463, 2.4938, -3.5047], [-0.6612, 1.8477, -5.2923], [0.2555, 0.4412, -5.7595], [0.1565, 1.8651, -6.8885], [1.9649, 2.2869, -1.9035], [-1.7500, 3.1034, 3.0006], [-2.9390, -0.3814, 2.3735], [-4.1613, -1.6133, 4.1955], [-4.7162, -1.4201, 6.9855], [-3.2387, 2.3738, 7.7922], [1.0110, -1.6072, -0.3420]], "forces_ev_per_angstrom": [[-0.333, 0.527, -0.576], [-0.932, 0.262, -0.769], [0.904, 0.143, -0.018], [-0.233, -0.885, 0.443], [0.594, 0.835, 0.650], [-0.675, 0.507, 0.273], [0.332, -0.407, 0.892], [1.007, -1.177, -0.859], [1.342, -0.897, 0.314], [-1.478, 3.097, 1.198], [-0.434, 0.654, 0.252], [-0.144, -2.224, -0.932], [-0.121, 0.352, -0.957], [-0.555, -0.940, -0.231], [0.461, 0.859, -0.102], [1.180, -1.057, -0.205], [-0.012, -0.732, -0.604], [-0.164, 0.565, -0.159], [-0.109, -0.513, 0.345], [-0.899, 0.846, 0.955], [-0.583, -0.884, 1.426], [0.607, 0.085, -1.082], [-0.253, -0.068, 0.947], [-0.739, -2.042, -1.557], [1.012, 0.729, -0.786], [-0.529, -0.906, -0.928], [0.405, 0.655, 0.289], [-0.518, -1.509, 0.097], [0.449, 0.736, 0.052], [-0.171, 0.725, 0.761], [-0.073, 0.319, -0.427], [0.864, -0.540, 0.708], [0.108, 0.231, 0.239], [-0.120, 0.268, -0.031], [-0.658, 0.475, 0.259], [0.147, -0.184, -0.343], [-0.835, 0.158, -0.263], [-0.207, 1.057, 0.191], [0.648, 0.180, -0.283], [0.182, -0.434, -0.386], [0.031, -0.399, 0.358], [-0.005, -0.286, 0.148], [0.160, -0.413, -0.652], [-0.044, 0.139, 0.233], [0.308, 0.421, -0.047], [0.551, 1.744, 0.546], [-0.173, 0.093, 0.643], [-0.295, -0.164, -0.020]], "nbo_charge": [-0.711, 0.686, -0.599, -0.647, 0.247, -0.250, -0.037, -0.507, 0.194, 0.386, -0.719, -0.546, -0.193, -0.063, 0.001, -0.225, -0.308, 0.220, -0.590, 0.111, -0.225, -0.233, 0.168, -0.372, -0.191, -0.049, -0.166, -0.046, 0.035, 0.348, -0.240, 0.225, 0.247, 0.226, 0.402, 0.207, 0.236, 0.248, 0.247, 0.233, 0.245, 0.251, 0.431, 0.231, 0.224, 0.410, 0.219, 0.237], "lumo_energy_ev": 0.0713, "total_charge": 0, "smiles": "CC(=O)Nc1cc(CSC(C)=O)cc(-c2nnc(Nc3ccc4[nH]ncc4c3Cl)s2)c1", "e_tot_ev": -68243.9008, "homo_lumo_gap_ev": 7.844, "homo_energy_ev": -7.7724, "relative_energy_ev": 0.775}